Record 1
Below is a single C4H6O2 molecule, with properties calculated with ωB97M-V with the def2-TZVPD basis set.

energy relative to the best compared isomer or geometry (same formula, charge and spin)	1.656	eV
structure (SMILES)	C=COC(C)=O
orbital gap	10.4	eV
electronic energy	-8338.8049	eV

Atoms and positions in Å:
C1 1.53881 1.93002 0.28056
C2 0.93827 0.97248 -0.44078
O1 0.23004 0.03087 0.32152
C3 -0.56039 -0.72853 -0.48324
C4 -1.44512 -1.58794 0.36824
O2 -0.45542 -0.56233 -1.66806
H1 2.30626 2.64663 -0.09196
H2 1.45060 1.89820 1.36200
H3 0.76791 0.92133 -1.43045
H4 -2.49763 -1.15147 0.61090
H5 -0.82669 -1.69569 1.30570
H6 -1.44664 -2.67360 -0.13444

Atom charges from the Löwdin analysis, given in e for atoms 1 to 4:
1 C 0.052
2 C -0.145
3 O -0.003
4 C -0.542

Record 2
Below is a molecular structure, C4H6O2, with properties calculated with ωB97M-V with the def2-TZVPD basis set.

energy relative to the best compared isomer or geometry (same formula, charge and spin)	3.179	eV
orbital gap	9.3	eV
electronic energy	-8337.2816	eV

Atoms and positions in Å:
O1 -0.24477 -1.72955 0.79260
C1 0.51326 -0.56986 0.48348
C2 0.74815 -0.41711 -0.96625
C3 -0.15684 0.77040 0.67015
C4 -0.95615 1.14588 -0.35407
O2 -0.76668 0.57528 -1.51387
H1 -0.99417 -1.45145 1.33299
H2 1.42880 -0.56420 1.09894
H3 1.68580 0.12135 -1.17431
H4 0.42505 -1.15034 -1.67153
H5 0.08220 1.39793 1.50420
H6 -1.76464 1.87167 -0.20232

Atom charges from the Löwdin analysis, given in e for atoms 1 to 4:
1 O -0.020
2 C -0.417
3 C 0.123
4 C -0.080

Record 3
Below is a single C4H6O2 molecule, with properties calculated with ωB97M-V with the def2-TZVPD basis set.

energy relative to the best compared isomer or geometry (same formula, charge and spin)	3.608	eV
orbital gap	9.3	eV
electronic energy	-8336.8527	eV

Atoms and positions in Å:
C1 1.79764 0.82335 -1.01358
C2 0.56602 -0.42607 0.49877
O1 0.58263 0.63227 -0.27186
C3 -0.84491 -0.51389 1.07580
C4 -1.87026 -0.63646 -0.03599
O2 -2.44913 -1.65977 -0.30367
H1 1.60686 0.50388 -2.03992
H2 2.58671 0.21771 -0.56441
H3 2.03985 1.88708 -0.99364
H4 -0.91876 -1.38470 1.72926
H5 -1.05481 0.40425 1.64384
H6 -2.03664 0.28709 -0.62662

Atom charges from the Löwdin analysis, given in e for atoms 1 to 4:
1 C -0.059
2 C -0.020
3 O -0.157
4 C -0.166

Record 4
Below is a single C4H6O2 molecule, with properties calculated with ωB97M-V with the def2-TZVPD basis set.

energy relative to the best compared isomer or geometry (same formula, charge and spin)	1.837	eV
orbital gap (alpha / beta)	6.9 / 7.1	eV
electronic energy	-8333.6123	eV
expectation value of S²	2.0095
2S+1	3

Atoms and positions in Å:
C1 -1.09269 -0.88844 0.03747
C2 0.19125 -0.26689 0.55829
C3 -0.98544 0.51236 -0.51641
C4 1.48366 -0.40799 -0.18454
O1 -1.73536 -1.86762 0.05607
O2 -1.75965 1.57893 0.03764
H1 0.35600 0.10060 1.52476
H2 -0.61939 0.69469 -1.52014
H3 1.72310 -0.28352 -1.31785
H4 2.11311 -1.21797 0.20935
H5 2.06425 0.47242 0.12079
H6 -1.73882 1.57343 0.99459

Atom charges from the Löwdin analysis, given in e for atoms 1 to 4:
1 C -0.407
2 C -0.130
3 C -0.110
4 C -0.120

Record 5
Below is a gas-phase ion, C4H6O2P (charge -1), with properties calculated with ωB97M-V with the def2-TZVPD basis set.

energy relative to the best compared isomer or geometry (same formula, charge and spin)	1.125	eV
structure (SMILES)	[O-][P@@]1(O)=CC=CC1
net charge	-1
orbital gap	5.8	eV
electronic energy	-17629.3131	eV

Atoms and positions in Å:
O1 -2.50829 0.21905 1.05476
P1 -1.42515 0.15102 0.03513
O2 -2.22209 -0.46374 -1.38108
C1 -0.32210 1.54397 -0.31390
C2 0.95046 1.29888 0.13549
C3 1.25412 -0.02188 0.39008
C4 -0.10812 -1.01510 0.39255
H1 -2.03061 -0.95347 -2.16281
H2 -0.84577 2.54917 -0.52744
H3 1.66802 2.11092 0.08656
H4 2.24760 -0.29905 0.63738
H5 -0.12836 -1.92711 -0.22302
H6 -0.30047 -1.39689 1.40371

Atom charges from the Löwdin analysis, given in e for atoms 1 to 4:
1 O -0.397
2 P 0.547
3 O -0.265
4 C -0.318

Record 6
Below is 2 unconnected molecules or ions with the total composition C4H6O2P, with properties calculated with ωB97M-V with the def2-TZVPD basis set.

energy relative to the best compared isomer or geometry (same formula, charge and spin)	3.191	eV
net charge	-1
orbital gap	6.5	eV
electronic energy	-17627.2463	eV

Atoms and positions in Å:
C1 -3.36659 -1.29462 0.12591
C2 -2.84889 -0.26997 -0.29533
C3 1.06551 0.67855 -0.07472
C4 1.42145 1.88743 -0.47797
O1 0.74413 -1.82673 -0.76525
O2 2.29486 -1.23290 1.10735
P1 1.88638 -0.88056 -0.51106
H1 -3.77938 -2.14439 0.68756
H2 -2.35319 0.67880 -0.50449
H3 0.16041 0.40223 0.45807
H4 2.48367 2.23755 -0.81038
H5 0.87602 2.75537 -0.32671
H6 1.41561 -0.99074 1.38701

Atom charges from the Löwdin analysis, given in e for atoms 1 to 4:
1 C -0.030
2 C -0.023
3 C -0.384
4 C -0.131

Record 7
Below is 2 unconnected molecules or ions with the total composition C4H6O2S, with properties calculated with ωB97M-V with the def2-TZVPD basis set.

energy relative to the best compared isomer or geometry (same formula, charge and spin)	7.144	eV
orbital gap (alpha / beta)	8.0 / 7.4	eV
electronic energy	-19168.1631	eV

Atoms and positions in Å:
C1 -0.22495 -0.41484 -0.54979
C2 0.49241 0.42588 0.14136
C3 -1.47131 -1.15599 -0.74235
C4 0.50826 0.95487 2.46556
O1 0.86425 1.57823 -2.37155
O2 2.24278 -0.47763 -1.87913
S1 1.16916 0.42848 -1.50712
H1 -1.25101 -2.17481 -0.33270
H2 -1.50175 -1.37872 -1.86881
H3 -2.30222 -0.65919 -0.29506
H4 1.37820 0.31436 2.47770
H5 -0.45813 0.48139 2.28258
H6 0.55431 2.07797 2.17933

Atom charges from the Löwdin analysis, given in e for atoms 1 to 4:
1 C -0.323
2 C -0.112
3 C -0.060
4 C 0.101

Record 8
Below is 2 unconnected molecules or ions with the total composition C4H6O2S, with properties calculated with ωB97M-V with the def2-TZVPD basis set.

energy relative to the best compared isomer or geometry (same formula, charge and spin)	2.310	eV
orbital gap	8.4	eV
electronic energy	-19172.9969	eV

Atoms and positions in Å:
C1 0.14117 0.69282 0.00688
C2 0.52988 -0.45200 -0.06535
C3 -0.39560 2.00451 0.22178
C4 0.85353 -1.86542 -0.22944
O1 -4.05235 -1.38321 -0.31130
O2 -3.96384 0.91844 0.47320
S1 -3.30042 -0.16878 -0.18526
H1 -0.02907 2.68332 -0.63170
H2 0.02171 2.38649 1.19120
H3 -1.46995 1.87584 0.27644
H4 1.06626 -2.33910 0.80997
H5 1.89524 -1.88923 -0.72832
H6 0.04203 -2.29617 -0.83515

Atom charges from the Löwdin analysis, given in e for atoms 1 to 4:
1 C -0.162
2 C -0.136
3 C -0.122
4 C -0.125

Record 9
Below is a single C4H6O2S molecule, with properties calculated with ωB97M-V with the def2-TZVPD basis set.

energy relative to the best compared isomer or geometry (same formula, charge and spin)	6.967	eV
orbital gap (alpha / beta)	6.6 / 8.7	eV
electronic energy	-19168.3397	eV

Atoms and positions in Å:
C1 1.91776 -0.19065 0.50687
C2 1.61725 0.97216 0.75978
C3 -2.13802 0.80494 -1.41613
C4 0.70198 -1.28658 0.35519
O1 -1.93597 0.54556 1.13743
O2 -0.42887 -1.05681 -0.38796
S1 -1.15805 0.52454 -0.11557
H1 2.87839 -0.59052 0.26260
H2 1.78238 1.89401 1.24061
H3 -3.12057 1.32720 -1.28789
H4 -1.68969 0.63754 -2.39637
H5 1.07333 -2.11088 -0.06670
H6 0.50007 -1.47049 1.40814

Atom charges from the Löwdin analysis, given in e for atoms 1 to 4:
1 C -0.162
2 C 0.089
3 C -0.207
4 C -0.261